No. 1
# C9H10Br2O

A cluster of 2 separate species, C9H10Br2O in total in a non-equilibrium geometry (ωB97M-V/def2-TZVPD, OMol25).

Positions of all 22 atoms, in Å:
O 1.353 -2.029 1.231
C 0.918 -1.749 -0.110
C 2.017 -0.805 -0.677
Br 3.728 -1.481 -0.617
C 1.689 0.484 -1.026
C 0.236 0.998 -1.130
C -0.766 -0.012 -0.779
C -0.415 -1.215 -0.373
Br -1.815 -2.502 -0.274
H 0.833 -1.423 1.770
H 0.957 -2.701 -0.630
H 2.341 1.217 -1.413
H 0.093 1.337 -2.086
H 0.150 1.904 -0.530
H -1.846 0.267 -0.816
C 0.009 0.773 1.863
C -1.126 0.419 1.993
C -2.464 -0.067 2.193
H 0.816 1.240 1.416
H -3.180 0.824 2.273
H -2.711 -0.670 1.259
H -2.457 -0.628 3.137

- ΔE to the lowest compared entry with this formula, charge and spin: 388.4 kJ/mol
- LUMO level: 0.655 eV
- Structure (SMILES): OC1C(Br)=CCC=C1Br.C#CC
- HOMO: -9.01 eV

No. 2
# C9H10BrFN3O

A structure of composition C9H10BrFN3O in a non-equilibrium geometry (ωB97M-V/def2-TZVPD, OMol25).

Positions of all 25 atoms, in Å:
C 0.747 1.643 -0.515
C 1.770 2.450 -0.074
C 1.065 2.137 2.216
C -0.112 1.036 0.391
C 0.106 1.249 1.772
C 1.968 2.645 1.282
C -1.714 0.162 -1.021
C -0.853 -1.318 0.572
C 0.133 -2.469 -1.281
N -0.984 0.034 0.009
N -2.312 -1.722 -1.708
N -1.057 -2.266 -0.500
O -2.023 -2.042 -2.769
F -0.745 0.714 2.616
Br 3.448 3.677 1.874
H 0.560 1.459 -1.510
H 2.315 2.969 -0.759
H 1.307 2.070 3.209
H -1.855 1.071 -1.463
H 0.133 -1.342 1.045
H -1.754 -1.574 1.217
H -0.214 -3.009 -2.210
H 0.654 -1.567 -1.487
H 0.938 -2.911 -0.771
H -1.521 -3.096 -0.134

- Total charge: +1
- ΔE to the lowest compared entry with this formula, charge and spin: 282.4 kJ/mol
- LUMO level (spin up / spin down): -4.170 / -4.170 eV
- HOMO (spin up / spin down): -12.60 / -12.60 eV

No. 3
# C9H10ClNO2

A cluster of 2 separate species, C9H10ClNO2 in total in a non-equilibrium geometry (ωB97M-V/def2-TZVPD, OMol25).

Positions of all 23 atoms, in Å:
C 3.153 -0.230 0.295
C 2.666 -0.703 -0.859
C 2.247 0.289 1.319
C 1.279 -0.706 -0.999
C 0.938 0.448 1.108
C 0.466 -0.011 -0.124
C -1.507 1.564 0.072
C -1.955 -0.936 1.273
C -0.933 0.248 -0.496
N -1.554 -0.198 -1.601
O -1.519 1.913 1.203
O -2.028 2.363 -0.917
Cl -2.851 -2.001 0.307
H 4.162 -0.327 0.480
H 3.172 -1.377 -1.443
H 2.674 0.689 2.164
H 0.864 -1.106 -1.909
H 0.279 0.781 1.907
H -2.479 -0.151 1.788
H -1.050 -1.197 1.788
H -2.063 1.989 -1.835
H -2.565 -0.287 -1.516
H -1.397 -1.055 -2.008

- ΔE to the lowest compared entry with this formula, charge and spin: 347.6 kJ/mol
- LUMO level (spin up / spin down): 0.011 / 0.008 eV
- HOMO (spin up / spin down): -7.58 / -7.58 eV

No. 4
# C9H10F3NO2Sr

A structure of composition C9H10F3NO2Sr in a non-equilibrium geometry (ωB97M-V/def2-TZVPD, OMol25).

Positions of all 26 atoms, in Å:
C 0.081 -2.328 -1.691
C -0.777 -1.431 -2.424
C -1.924 -1.138 -1.601
C -1.771 -1.850 -0.356
C -0.529 -2.582 -0.410
Sr -0.065 -0.214 -0.423
N 1.856 -0.303 0.359
C 2.327 0.570 -0.786
C 1.235 0.943 -1.824
H -2.723 -0.459 -1.849
H -0.585 -1.028 -3.403
H -2.435 -1.794 0.492
H -0.112 -3.179 0.385
H 1.038 -2.697 -2.019
H 1.420 0.578 -2.803
H 2.751 1.480 -0.329
H 2.448 -0.706 0.927
H 0.905 1.970 -1.765
H 3.129 0.012 -1.289
F -0.833 3.539 3.735
C -1.111 2.223 3.550
F -0.508 1.482 4.526
F -2.462 2.027 3.597
C -0.568 1.756 2.129
O -0.010 2.579 1.428
O -0.775 0.548 1.844

- Total charge: -2
- LUMO level: 5.244 eV
- HOMO: 1.50 eV

No. 5
# C9H10F3NPt

A structure of composition C9H10F3NPt in a non-equilibrium geometry (ωB97M-V/def2-TZVPD, OMol25).

Positions of all 24 atoms, in Å:
C -1.930 -1.637 -0.951
C -0.794 -2.189 -1.577
C -0.045 -1.121 -2.208
C -0.781 0.150 -1.900
C -1.949 -0.244 -1.131
Pt 0.849 -0.103 -0.475
C 1.569 -1.336 1.045
C 0.266 -1.157 1.832
C -0.235 -2.207 2.558
N -0.329 -0.017 1.472
H 0.679 -1.203 -3.016
H -0.576 -3.250 -1.684
H -0.640 1.064 -2.468
H -2.742 0.441 -0.842
H -2.721 -2.214 -0.466
H 1.772 -2.380 0.800
H -0.036 0.802 2.024
H 2.404 -0.808 1.522
H 0.419 -3.062 2.670
H -1.225 -2.168 3.004
F 2.206 1.635 -2.263
C 1.836 1.625 -0.933
F 2.980 1.782 -0.200
F 1.067 2.741 -0.721

- <S²>: 6.040
- LUMO level (spin up / spin down): 0.640 / -2.798 eV
- Multiplicity: 5
- HOMO (spin up / spin down): -6.85 / -8.50 eV

No. 6
# C9H10IrN8OS2

A structure of composition C9H10IrN8OS2 in a non-equilibrium geometry (ωB97M-V/def2-TZVPD, OMol25).

Positions of all 31 atoms, in Å:
Ir -0.538 0.699 0.146
N -1.073 2.158 -1.270
N -2.448 2.276 -1.557
C -3.348 1.646 -0.793
N -4.629 1.806 -1.084
S -2.909 0.638 0.527
H -0.725 3.058 -0.941
H -0.551 1.891 -2.110
H -2.714 2.894 -2.310
H -4.956 2.366 -1.855
H -5.316 1.337 -0.515
C -0.770 -2.639 1.472
C 0.407 -1.802 1.841
C 1.478 -2.288 2.581
C 2.520 -1.433 2.882
N 2.569 -0.162 2.463
C 1.548 0.223 1.752
S 1.351 1.757 0.923
N 0.448 -0.520 1.461
H -1.113 -3.209 2.334
H -0.487 -3.348 0.693
H -1.587 -2.026 1.096
H 1.491 -3.317 2.908
H 3.363 -1.773 3.470
O 0.474 -0.201 -1.303
N 1.306 0.622 -2.009
C 2.488 0.141 -2.111
C 3.457 0.865 -2.888
N 4.233 1.451 -3.495
C 2.874 -1.073 -1.434
N 3.156 -2.034 -0.875

- Total charge: +1
- ΔE to the lowest compared entry with this formula, charge and spin: 81.7 kJ/mol
- LUMO level (spin up / spin down): -4.694 / -4.696 eV
- HOMO (spin up / spin down): -11.49 / -11.49 eV

No. 7
# C9H10N

The ion C9H10N with charge +1 in a non-equilibrium geometry (ωB97M-V/def2-TZVPD, OMol25).

Positions of all 20 atoms, in Å:
C -2.843 1.000 -0.105
C -2.889 -0.371 -0.054
C -1.529 1.537 0.164
C -1.740 -1.144 -0.024
C -0.382 0.746 0.104
C 0.970 1.158 0.068
C 1.979 0.317 0.063
C 0.565 -1.584 -0.076
C 3.375 0.075 -0.049
N -0.543 -0.634 0.042
H -3.761 1.567 -0.109
H -3.873 -0.829 -0.017
H -1.431 2.558 0.296
H -1.708 -2.300 0.098
H 1.133 2.284 0.024
H 0.557 -2.274 -0.889
H 0.901 -2.135 0.819
H 3.635 -0.454 0.765
H 3.967 0.976 -0.107
H 3.616 -0.491 -1.012

- Total charge: +1
- ΔE to the lowest compared entry with this formula, charge and spin: 325.8 kJ/mol
- LUMO level (spin up / spin down): -4.599 / -4.598 eV
- HOMO (spin up / spin down): -13.18 / -13.18 eV

No. 8
# C9H10N2O

An isolated molecule of C9H10N2O in a non-equilibrium geometry (ωB97M-V/def2-TZVPD, OMol25).

Positions of all 22 atoms, in Å:
N -2.488 -1.565 0.513
C -2.368 -0.425 -0.244
O -3.266 -0.072 -0.962
N -1.164 0.303 -0.121
C -1.169 1.717 0.266
C 0.395 2.070 -0.165
C 1.074 0.778 -0.195
C 2.400 0.514 -0.163
C 2.728 -0.834 -0.063
C 1.736 -1.833 -0.302
C 0.391 -1.621 -0.336
C 0.049 -0.248 -0.246
H -1.667 -1.659 1.142
H -3.377 -1.503 1.076
H -1.142 1.785 1.383
H -1.894 2.308 -0.186
H 0.615 2.401 -1.158
H 0.756 2.942 0.345
H 3.113 1.272 0.195
H 3.722 -1.110 0.054
H 2.078 -2.865 -0.485
H -0.522 -2.355 -0.351

- ΔE to the lowest compared entry with this formula, charge and spin: 205.8 kJ/mol
- LUMO level: 0.776 eV
- Structure (SMILES): NC(=O)N1CCc2ccccc21
- HOMO: -7.55 eV

No. 9
# C9H10N2O2S

An isolated molecule of C9H10N2O2S in a non-equilibrium geometry (ωB97M-V/def2-TZVPD, OMol25).

Positions of all 24 atoms, in Å:
C 1.908 0.372 -1.758
C 3.237 0.649 -1.423
C 0.821 0.988 -1.163
C 3.459 1.635 -0.478
C 1.021 1.930 -0.175
C 2.356 2.212 0.195
C -0.113 2.498 0.678
C -2.586 -1.560 1.605
C -3.590 -0.421 1.561
N -3.529 0.507 0.751
N -1.276 1.797 0.571
O -0.048 3.445 1.411
O -2.950 1.340 -1.565
S -2.286 0.752 -0.449
H 1.879 -0.308 -2.543
H 4.143 0.136 -1.961
H -0.176 0.642 -1.540
H 4.356 1.587 -0.019
H -2.183 -1.642 0.639
H -1.722 -1.087 2.128
H -2.916 -2.576 1.986
H -4.439 -0.468 2.309
H 2.436 2.838 1.048
H -2.030 2.225 1.220

- ΔE to the lowest compared entry with this formula, charge and spin: 355.2 kJ/mol
- LUMO level: 0.363 eV
- HOMO: -9.27 eV

No. 10
# C9H10N2O3

An isolated molecule of C9H10N2O3 in a non-equilibrium geometry (ωB97M-V/def2-TZVPD, OMol25).

Positions of all 24 atoms, in Å:
C 3.141 -0.559 -1.007
C 1.779 -0.542 -1.184
C 3.655 -0.392 0.317
C -1.952 1.707 -0.457
C 1.335 -0.362 1.053
C -2.193 1.849 -1.689
C -1.489 0.464 0.357
C -0.530 -0.300 -0.460
C -2.740 -0.435 0.690
N 2.645 -0.295 1.285
N 0.837 -0.346 -0.223
O 4.821 -0.315 0.622
O 0.612 -0.445 2.001
O -2.489 -1.313 1.769
H 3.806 -0.798 -1.764
H 1.356 -0.517 -2.109
H -2.001 1.209 -2.673
H -2.551 2.808 -2.016
H -1.135 0.685 1.386
H -0.814 -0.343 -1.481
H -2.850 -1.229 -0.111
H -3.560 0.177 0.983
H 2.998 0.057 2.170
H -2.681 -0.764 2.539

- ΔE to the lowest compared entry with this formula, charge and spin: 547.6 kJ/mol
- LUMO level (spin up / spin down): -0.587 / -0.711 eV
- HOMO (spin up / spin down): -8.98 / -7.94 eV